[1]
{"formula": "C4H13NO", "method": "ωB97M-V/def2-TZVPD", "gap_ev": 10.1, "smiles": "CCN(C)C.O", "molar_mass_g_mol": 91.15, "lumo_energy_ev": 0.94, "elements": ["C", "C", "N", "C", "C", "H", "H", "H", "H", "H", "H", "H", "H", "H", "H", "H", "O", "H", "H"], "coordinates": [[0.16, -1.87, 1.13], [-0.60, -0.74, 0.47], [0.15, 0.50, 0.03], [-0.85, 1.22, -0.77], [0.60, 1.36, 1.14], [1.03, -2.08, 0.52], [0.36, -1.52, 2.29], [-0.46, -2.77, 1.14], [-1.57, -0.55, 1.05], [-0.92, -1.22, -0.49], [-1.63, 1.65, -0.23], [-1.43, 0.49, -1.40], [-0.50, 2.00, -1.47], [-0.15, 1.58, 1.85], [1.47, 0.94, 1.55], [0.85, 2.36, 0.66], [1.33, -0.10, -2.55], [1.23, -0.88, -3.21], [0.93, -0.35, -1.70]], "mulliken_charge": [-1.20, -0.38, -0.18, -1.14, -1.06, 0.29, 0.24, 0.39, 0.39, 0.35, 0.54, 0.34, 0.31, 0.38, 0.35, 0.33, -0.67, 0.31, 0.41]}


[2]
{"formula": "C4H13NO", "method": "ωB97M-V/def2-TZVPD", "s2": 0.755, "spin_multiplicity": 2, "gap_ev": [12.2, 5.9], "total_charge": 1, "molar_mass_g_mol": 91.15, "lumo_energy_ev": [-3.44, -9.70], "elements": ["C", "C", "C", "C", "N", "H", "H", "H", "H", "H", "H", "H", "H", "H", "H", "H", "H", "H", "O"], "coordinates": [[-0.77, 0.35, 0.68], [-0.22, -0.67, -0.37], [-1.13, -1.94, -0.48], [0.08, -0.02, -1.75], [-0.43, 1.85, 0.55], [-0.57, -0.07, 1.81], [-1.83, 0.22, 0.68], [0.66, -1.07, 0.13], [-1.62, -2.17, 0.44], [-0.63, -2.84, -0.82], [-1.94, -1.91, -1.18], [-0.17, -0.96, -2.39], [-0.55, 0.80, -2.04], [1.10, 0.47, -1.82], [0.52, 1.91, 0.10], [-1.10, 2.18, -0.09], [1.34, 0.55, 1.00], [2.34, -0.31, 1.81], [2.22, 0.50, 1.25]], "mulliken_spin": [0.01, 0.10, 0.02, 0.00, 0.79, 0.07, -0.01, 0.00, 0.00, 0.01, 0.00, 0.00, 0.00, 0.00, 0.00, 0.00, 0.01, 0.00, 0.00]}


[3]
{"formula": "C4H13NO", "method": "ωB97M-V/def2-TZVPD", "s2": 0.754, "spin_multiplicity": 2, "gap_ev": [11.4, 6.8], "total_charge": 1, "molar_mass_g_mol": 91.15, "lumo_energy_ev": [-3.38, -7.90], "elements": ["C", "C", "C", "N", "C", "H", "H", "H", "H", "H", "H", "H", "H", "H", "H", "H", "H", "H", "O"], "coordinates": [[-2.41, -0.73, 0.07], [-1.49, -0.30, 1.21], [-0.72, 1.01, 1.03], [-0.09, 0.92, -0.25], [1.09, 0.10, -0.32], [-1.94, -1.39, -0.69], [-2.89, 0.10, -0.46], [-3.18, -1.49, 0.32], [-0.77, -1.09, 1.40], [-2.28, -0.26, 1.96], [-0.07, 1.19, 1.90], [-1.44, 1.84, 1.04], [-0.31, 1.61, -0.96], [1.50, -0.01, 0.69], [1.77, 0.36, -1.12], [0.79, -0.91, -0.68], [3.58, 0.22, -1.84], [4.58, -0.74, -1.22], [4.27, -0.41, -2.07]], "mulliken_spin": [0.00, 0.09, 0.00, 0.80, 0.02, 0.00, 0.00, 0.00, 0.00, 0.00, 0.03, 0.00, -0.03, 0.01, 0.01, 0.06, 0.00, 0.00, 0.00]}


[4]
{"formula": "C4H13NO", "method": "ωB97M-V/def2-TZVPD", "s2": 0.755, "spin_multiplicity": 2, "gap_ev": [10.3, 5.7], "total_charge": 1, "molar_mass_g_mol": 91.15, "lumo_energy_ev": [-3.06, -7.63], "elements": ["C", "N", "C", "C", "C", "H", "H", "H", "H", "H", "H", "H", "H", "H", "H", "H", "H", "H", "O"], "coordinates": [[-2.30, 0.46, -1.43], [-1.04, 0.24, -0.56], [-0.09, 1.26, -0.25], [1.30, 0.62, 0.06], [-3.52, -0.12, -0.80], [-1.86, 0.11, -2.37], [-2.27, 1.55, -1.56], [-0.79, -0.73, -0.77], [-0.51, 1.91, 0.54], [0.04, 2.03, -1.02], [2.17, 1.25, 0.09], [1.40, -0.13, -0.74], [1.00, 0.01, 0.91], [-4.31, -0.26, -1.53], [-3.38, -1.11, -0.37], [-3.95, 0.53, -0.03], [6.69, -2.38, 2.92], [5.45, -3.02, 3.36], [5.96, -2.23, 3.55]], "mulliken_spin": [0.00, 0.82, 0.00, 0.00, 0.03, 0.03, 0.00, -0.02, 0.06, 0.07, 0.00, 0.00, 0.00, -0.01, 0.00, 0.00, 0.00, 0.00, 0.00]}


[5]
{"formula": "C4H13NO2", "method": "ωB97M-V/def2-TZVPD", "s2": 0.752, "spin_multiplicity": 2, "gap_ev": [2.0, 6.9], "total_charge": -1, "molar_mass_g_mol": 107.15, "lumo_energy_ev": [3.46, 3.54], "elements": ["C", "C", "C", "N", "C", "H", "H", "H", "H", "H", "H", "H", "H", "H", "H", "H", "O", "H", "H", "O"], "coordinates": [[2.07, 1.40, -1.39], [1.73, 0.78, -0.06], [0.64, 0.06, 0.31], [0.68, -0.80, 1.48], [0.03, -2.09, 1.23], [2.39, 0.60, -2.09], [2.95, 2.03, -1.23], [1.28, 2.00, -1.84], [2.42, 1.00, 0.76], [-0.39, 0.08, -0.06], [1.67, -0.95, 1.62], [-0.91, -1.92, 0.71], [-0.20, -2.56, 2.19], [0.64, -2.76, 0.62], [-1.81, -0.45, -3.02], [-2.55, 0.54, -2.07], [-2.00, -0.24, -2.10], [-3.20, 0.93, 0.94], [-2.29, 1.07, 2.17], [-3.13, 1.29, 1.83]], "mulliken_spin": [0.38, 0.19, 0.05, 0.01, 0.27, -0.30, -0.06, 0.03, -0.02, 0.24, 0.00, -0.04, -0.04, -0.07, -0.06, -0.06, 0.39, -0.11, -0.04, 0.24]}


[6]
{"formula": "C4H13NO2", "method": "ωB97M-V/def2-TZVPD", "gap_ev": 9.1, "smiles": "CN[C@@H](C)CO.O", "molar_mass_g_mol": 107.15, "lumo_energy_ev": 0.83, "elements": ["C", "N", "C", "C", "C", "O", "H", "H", "H", "H", "H", "H", "H", "H", "H", "H", "H", "O", "H", "H"], "coordinates": [[0.38, 0.06, -1.73], [-0.20, 0.53, -0.48], [0.47, -0.34, 0.69], [0.41, 0.05, 2.15], [0.27, -1.82, 0.30], [1.01, -2.40, -0.86], [1.47, -0.18, -1.50], [-0.07, -0.80, -2.25], [0.35, 0.96, -2.35], [-1.16, 0.90, -0.80], [1.51, -0.24, 0.49], [1.11, -0.62, 2.64], [0.99, 1.04, 2.20], [-0.55, 0.08, 2.67], [-0.65, -1.89, -0.06], [0.48, -2.40, 1.17], [0.87, -3.31, -0.90], [-2.15, 3.70, -0.21], [-1.48, 3.08, -0.58], [-3.07, 3.59, -0.61]], "mulliken_charge": [-0.99, -0.26, 0.20, -1.28, -0.67, -0.51, 0.30, 0.24, 0.37, 0.26, 0.18, 0.38, 0.30, 0.34, 0.41, 0.46, 0.28, -0.67, 0.34, 0.32]}


[7]
{"formula": "C4H13NO2", "method": "ωB97M-V/def2-TZVPD", "gap_ev": 9.8, "smiles": "C=CCNC.O.O", "molar_mass_g_mol": 107.15, "lumo_energy_ev": 0.80, "elements": ["C", "C", "C", "N", "C", "H", "H", "H", "H", "H", "H", "H", "H", "H", "O", "H", "H", "O", "H", "H"], "coordinates": [[1.54, -2.27, 0.96], [0.53, -2.01, 0.16], [-0.04, -0.64, -0.11], [0.79, 0.52, 0.17], [1.26, 0.88, 1.49], [1.97, -3.24, 1.15], [2.12, -1.51, 1.47], [0.02, -2.83, -0.35], [-1.00, -0.52, 0.41], [-0.24, -0.59, -1.19], [1.35, 0.84, -0.59], [0.65, 0.39, 2.24], [1.16, 1.95, 1.71], [2.29, 0.58, 1.72], [-2.79, 0.24, -2.65], [-2.59, 0.93, -1.99], [-3.55, 0.62, -3.14], [-1.55, 2.08, -0.49], [-1.20, 2.98, -0.66], [-0.72, 1.60, -0.31]], "mulliken_charge": [-0.80, -0.04, -0.43, -0.33, -0.98, 0.27, 0.13, 0.32, 0.28, 0.35, 0.19, 0.37, 0.28, 0.32, -0.63, 0.35, 0.30, -0.70, 0.32, 0.44]}


[8]
{"formula": "C4H13NO2", "method": "ωB97M-V/def2-TZVPD", "gap_ev": 8.8, "smiles": "CCNCCO.O", "molar_mass_g_mol": 107.15, "lumo_energy_ev": 0.85, "elements": ["C", "C", "N", "C", "C", "O", "H", "H", "H", "H", "H", "H", "H", "H", "H", "H", "H", "O", "H", "H"], "coordinates": [[0.29, 0.54, 1.29], [1.03, -0.26, 0.18], [0.32, -0.66, -1.02], [-1.13, -0.53, -1.06], [-1.92, -1.50, -0.20], [-1.88, -2.75, -0.89], [0.34, -0.02, 2.21], [0.85, 1.46, 1.39], [-0.72, 0.83, 1.04], [1.88, 0.34, -0.14], [1.54, -1.08, 0.70], [0.59, -1.48, -1.53], [-1.36, 0.53, -0.89], [-1.44, -0.59, -2.10], [-2.95, -1.13, -0.18], [-1.55, -1.49, 0.81], [-2.27, -3.43, -0.32], [2.62, 3.47, 0.41], [3.54, 3.43, 0.14], [2.22, 4.30, 0.15]], "mulliken_charge": [-0.98, -0.42, -0.27, -1.12, -0.12, -0.51, 0.26, 0.23, 0.37, 0.35, 0.25, 0.25, 0.43, 0.39, 0.28, 0.30, 0.29, -0.61, 0.31, 0.31]}


Let's list F_max in order: 3.50, 6.04, 2.32, 3.47, 2.13, 4.75, 0.93, 1.90 eV Å⁻¹.
Let's list ΔE to the lowest compared entry with this formula, charge and spin in order: 36.9, 67.5, 22.8, 21.7, 44.8, 77.8, 29.3, 33.7 kcal/mol.
Let's list E in order: -290.13812, -289.77463, -289.84575, -289.84761, -365.31967, -365.31845, -365.39582, -365.38881 Eh.